The following is a quantum chemistry calculation of a 12-piece molecular cluster, C26H80N4O12 overall at a distorted geometry, from OMol25.

Structure (ORCA input):
```
! RIJCOSX wB97M-V def2-TZVPD def2/J DEFGRID3
* xyz 0 1
C 2.92566 3.39075 2.34374
H -0.91568 5.11852 -3.35589
H -6.79019 2.64651 -3.09256
H -2.97788 -5.20664 -2.52617
H 4.77486 3.27525 4.03335
H 6.38026 -1.04150 6.23059
C 2.51841 1.66697 4.11419
C 5.56283 -0.49509 5.70498
H -1.39726 3.86124 -4.24133
H 2.58792 2.20799 0.04436
H -2.63582 2.42598 2.94206
H -1.14196 -3.63017 -6.12770
C -4.46022 0.95308 -4.71256
H 2.38961 2.39813 4.89424
H 4.72327 -3.16043 2.17020
O 2.52512 -3.46328 0.35158
H -2.47768 5.67210 -1.36971
H 4.84217 -2.35943 -1.40599
H 5.50094 2.41064 2.99595
H 3.74201 3.76189 1.67423
H 2.06006 -4.73935 -1.25319
H 0.64711 0.54999 0.17609
H 2.86916 -2.65795 4.14768
O -0.56394 4.94553 -1.06830
H -1.56977 3.22508 1.65210
N -5.17406 3.06277 -0.87980
C 3.46493 2.09929 2.98832
H 3.34234 -5.22855 2.79092
O 1.75635 3.25666 1.58697
H 0.86509 5.97539 -0.04322
O -3.67045 -3.40870 1.74431
H -2.35249 4.18977 -0.33896
O -0.03573 -2.16452 -5.09762
O -2.58550 -4.67218 -0.54472
H 5.26413 -1.22719 4.92202
H 0.07903 -1.08104 2.71122
O -5.72415 1.25105 -4.19247
H 1.74177 -1.27500 -2.15591
C 4.09747 -4.78244 3.42850
H -5.08766 3.07961 -3.41193
C 0.93094 -0.70659 -2.65604
C -2.54843 2.90794 1.95578
H -4.10363 -4.09439 -1.67645
C -2.22954 3.80728 -2.35784
H -1.65403 2.01613 -1.16881
O 3.36543 -2.45591 3.36873
H 0.69445 0.13929 -2.00840
C -0.08363 -2.74804 -3.79670
H 0.50637 -4.09037 -5.77363
H -1.94354 -3.99043 2.49554
H 2.72532 0.70765 4.56453
N -1.72654 4.51710 -3.55135
H -0.95954 -3.38498 -3.68519
H -0.21221 1.18195 1.63991
H -0.46678 5.17810 0.96443
H 5.41289 -2.13915 0.30078
H 0.08502 -2.65927 -1.05150
H 3.56214 -5.13587 -0.35356
O -1.21442 -0.20865 0.53910
C -0.08395 -3.23619 -6.04173
H -1.07378 -0.86695 -0.17145
O -3.12008 2.04167 0.95442
C -5.21414 1.82543 -1.75730
H 5.03838 -5.33056 3.32937
H -0.40550 2.93636 -2.06587
H -7.02061 0.82134 -1.13694
C -1.39232 2.49701 -2.11632
H -3.28854 3.75956 -2.33759
H 2.51518 -3.39112 1.34440
C -5.90889 0.66017 -1.09479
H 1.49032 1.67030 3.63728
H -4.12616 -5.79531 -1.23708
H -5.77496 -0.27102 -1.64422
H 1.19387 -0.35425 -3.62338
C -3.48301 -4.94903 -1.56743
H -4.52563 2.78654 -0.14143
H 1.03598 2.86415 -0.20119
C 4.83971 -1.64505 -0.51041
C 2.01168 3.15283 0.20432
H 3.67779 -4.90798 4.39298
C -0.19503 5.71029 0.05207
H 1.92776 -5.51179 0.33960
C 0.02429 0.29470 1.06686
C -1.94184 4.73265 -1.22012
H -6.10009 3.33202 -0.49472
H 4.71302 -0.40298 6.36785
H -4.58895 0.51333 -5.67038
H 5.43533 -0.76338 -0.80196
C 4.41819 -3.36650 3.20764
H -1.50183 1.75435 -2.92930
H -4.15418 -2.55290 1.55902
H -4.18739 1.57371 -1.91378
N 4.72256 2.32075 3.65344
H -2.66143 1.19281 0.88798
H -1.08455 -0.97363 -3.23421
H -5.50329 0.49553 -0.12648
C -5.74567 2.26438 -3.14480
H 3.60265 1.35808 2.20218
H 0.84718 -3.33253 -3.54191
C 2.51601 -4.78922 -0.22679
H -3.15087 3.82479 1.95769
C 0.73241 -0.70580 1.88274
H 1.69228 -0.27239 2.18560
H 3.02079 -2.02993 0.08021
H 0.93705 -1.59169 1.29122
C -0.27551 -1.57157 -2.82694
H 2.64812 4.10536 3.10574
H -2.67134 -2.63208 3.40720
O 3.55932 -1.23544 -0.12669
H -0.75011 6.64692 0.02573
H 0.27741 -2.90541 -7.01297
O 6.17377 0.68968 5.28067
H -3.09562 -4.19315 0.16332
H 2.36379 4.06030 -0.28176
H -3.85126 1.85379 -4.79510
C -2.46550 -3.05860 2.43197
H 5.50135 1.18297 4.69573
H -1.50263 -2.64795 -1.41006
N -0.65844 -2.07040 -1.48409
H -1.90799 -2.32471 1.80866
H 5.25140 -3.08835 3.80673
H -3.99682 0.17352 -4.01237
*
```

structure (SMILES): COC[C@H](C)N.COC[C@H](C)N.COC[C@H](C)N.COC[C@H](C)N.CCO.CCO.CO.CO.CO.CO.CO.CO
molecular weight: 640.94 u
energy above the lowest of the compared OMol25 structures with the same formula, charge and spin: 34.84 kcal/mol
E_HOMO: -8.59 eV

The following is a quantum chemistry calculation of a 12-piece molecular cluster, C26H81FN2O16P3S11 overall at a distorted geometry, from OMol25.

Structure (ORCA input):
```
! RIJCOSX wB97M-V def2-TZVPD def2/J DEFGRID3
* xyz 1 1
C -8.31089 5.11427 3.66820
C 4.39475 -3.51670 1.99551
H 4.31862 -0.37668 3.31708
H 1.71824 4.47163 3.89727
H -0.02911 0.46798 -1.69016
H 5.54143 8.23553 -0.33133
H -8.33451 4.33687 6.35595
C -4.54082 1.35718 2.63974
H -5.24035 2.05739 3.10016
S 0.99933 0.20895 -3.82841
O 2.41530 -0.03087 -4.23933
C -6.77801 -3.80557 1.78916
H -0.84425 1.49924 5.30622
H 4.98660 -5.47483 3.97908
H 0.15573 -5.29416 -2.25599
O 3.22414 7.25629 1.16763
H -0.21524 -6.87320 -3.02602
H 2.01283 2.85468 -7.56850
S -6.70961 -2.01766 1.68476
O -6.41525 -5.18015 -0.98899
H -7.71289 6.01878 6.30432
H 0.09469 -0.45770 1.76590
H 6.96193 1.14037 -0.06760
H -0.12933 6.07439 -7.36983
C -2.59982 -5.69470 -1.99246
O -0.59230 2.38184 5.00442
N 4.40508 0.21166 2.48706
H -6.59870 -4.08051 2.82761
H 6.50594 -4.76243 3.34360
H 1.51696 -0.44070 -1.59409
H 6.07369 -4.57258 5.06309
S 5.56548 2.34282 -1.55728
H 1.32099 0.39733 0.84927
C 4.71445 7.87122 -0.93671
O 3.48796 4.89985 4.93414
H -6.18024 -2.48158 -0.59751
H 6.00738 0.04071 -1.09532
H 2.02702 7.19807 -1.39039
O -3.74227 0.77255 3.67433
C -6.95963 -1.91758 -0.08743
P 1.50819 0.92528 3.18876
H -9.12763 4.47646 4.00505
H 1.33039 -10.44629 -4.34586
H -6.02552 -4.24831 1.14245
H 1.23354 1.86673 -6.31126
O -5.29657 -1.60215 1.94081
H -3.73050 -0.17436 3.49648
S -6.81000 4.67287 4.54884
H 7.44435 0.88207 -1.76257
C -0.19731 -5.79203 -3.16053
C 2.57970 6.27785 -1.20324
C 0.99880 0.40623 -2.04888
H 5.07888 7.71284 3.41317
H -4.33447 2.37967 0.79348
O 3.23808 2.25796 1.25002
S -0.07021 3.77402 -6.82286
H 4.63033 2.53132 -3.72567
C 6.60037 0.95511 -1.07734
C 2.00259 -9.79948 -3.78665
H 1.22494 5.25402 -8.18411
C 1.47236 2.88084 -6.62218
H 1.52138 1.33227 -1.81282
H 5.42856 3.90489 2.96726
S 3.98510 5.62643 3.72229
H -0.83687 -1.24693 -3.42263
H 5.32027 7.06341 5.07237
H -3.63994 -5.37359 -2.00921
H -8.70505 -7.89966 -0.76012
H 1.43631 -9.20505 -3.06941
S -1.85134 -5.21703 -3.55210
H 1.91430 5.52553 -0.78450
H -8.54097 6.16430 3.84754
P 0.98438 2.57419 4.69130
P 3.53855 1.66057 2.73236
C 0.67521 5.35260 -7.24819
C 5.58862 4.92891 3.29896
H 4.29501 -7.00075 -4.28119
C -8.00288 -7.18716 -0.32831
H 3.78307 3.03877 1.08416
H -1.49642 0.74117 2.74651
H 2.75391 -10.40310 -3.27775
H -6.91441 -0.86658 -0.36609
H -5.91201 -7.72797 -2.10601
C -6.69718 -7.21369 -2.66013
H -6.67916 4.70048 6.90828
S 2.80782 -8.70709 -4.96454
H 2.07469 3.36694 -5.85428
H -8.49309 -6.62927 0.46653
O -6.64598 3.20083 4.40809
H -7.12506 -7.69979 0.06463
H -7.94118 -2.32241 -0.33192
H 4.66560 0.84216 -3.18630
H 0.08484 4.40092 3.73325
N 0.94125 3.86383 3.61735
H -7.44030 -7.92303 -3.02308
C -3.70856 2.15633 1.65766
H -7.77258 -4.13174 1.48792
O 5.84289 -2.03218 3.63668
O -1.81049 -3.73090 -3.55592
S 3.87236 6.59550 -0.00060
C 0.15953 -1.36768 -3.84477
O -2.55723 1.48273 1.16071
H 3.02739 5.90151 -2.12283
O 1.75936 -7.79167 -5.48330
O -0.65131 3.92703 -5.46360
C 4.61032 7.21371 4.25921
H 1.33810 5.66759 -6.44234
H -2.07880 -5.19777 -1.17397
H -8.12946 4.95478 2.60763
C -1.48583 1.56703 2.02481
C 0.57395 0.51987 1.63481
H 6.03347 5.51312 2.49348
H 5.39276 0.45564 2.47958
H -5.08240 0.55152 2.15251
F 1.62238 -0.40350 4.03187
C 5.22877 1.77605 -3.22175
H 0.73428 -2.08669 -3.26124
C 3.74547 -7.77338 -3.74808
H 3.73487 -4.38402 1.98553
H 5.30652 -3.71850 1.43370
H 4.44428 -8.43758 -3.23959
H 3.88261 -2.65519 1.57110
H -2.54630 -6.77814 -1.88256
H -6.26835 -6.67215 -3.50082
S 4.81937 -3.11456 3.69296
H -1.51062 2.50880 2.57978
O 6.44875 3.53497 -1.66689
H 0.07181 -1.71616 -4.87041
S -7.49569 -6.01519 -1.59005
C 5.68502 -4.64158 4.04970
H 4.01780 8.68319 -1.14322
O -0.29416 1.52195 1.25849
H 3.05831 -7.31689 -3.03509
H 5.09962 7.44303 -1.86161
H 0.45076 -5.55034 -4.00064
C -7.45825 4.96461 6.19682
H 3.76301 7.80085 4.60512
H -3.42244 3.11934 2.09278
H 6.17282 1.63860 -3.74891
H 6.23324 4.93030 4.17804
*
```

molecular weight: 1142.59 u
E_HOMO: -10.05 eV

The following is a quantum chemistry calculation of C26H81HfN5O17S as an isolated structure at a distorted geometry, from OMol25.

Structure (ORCA input):
```
! RIJCOSX wB97M-V def2-TZVPD def2/J DEFGRID3
* xyz 0 1
H -0.02813 -7.10786 1.10866
H -1.00572 0.96058 0.27227
O -2.81344 2.38223 -1.99534
C 2.45761 -5.88646 1.46882
H 6.68721 -3.03805 1.36035
C 4.71981 -1.34351 0.86123
C 0.97578 -4.05720 1.32045
H -3.91343 8.51498 0.20792
H -0.80531 -2.93498 -4.09665
H -3.23413 2.06179 0.89366
H 2.69911 -7.98917 -0.97895
H -3.59959 5.29029 2.00789
C 0.15060 -3.46387 -3.98180
C -4.16875 -3.01329 2.36897
H 5.20424 1.00961 1.94414
C 0.84762 -7.70729 0.86150
C 0.87714 4.76827 1.81025
H 4.26420 -3.32878 -0.76425
O -5.62996 -2.23556 0.60648
H -3.82674 -3.08826 0.20764
O 1.56609 5.25348 4.11951
H 1.59708 -6.23464 -0.52644
N 3.12153 -7.55700 -0.16120
Hf 1.04052 0.83682 -3.99484
H 0.34486 -3.33869 1.84104
H 2.21763 -1.05923 1.60705
H -2.43668 0.33989 -0.31270
H 3.37361 -0.53884 -2.58503
H -5.55155 -0.14891 0.55162
C -3.65373 6.30575 0.13629
C -6.12716 -0.97416 0.98913
H 1.17163 2.76227 1.00305
O -0.65218 4.04097 -1.33827
H -2.77003 -3.61882 3.83750
C -4.27723 -2.43974 0.96121
H -2.30766 1.57149 -1.86064
H 1.83127 7.17184 4.74410
H 0.59355 -8.43877 0.09160
O 3.98551 -3.83346 -1.55191
H 4.03718 -1.00076 0.07551
C -0.70301 -0.60134 -1.29756
H -1.63514 0.57249 -5.31336
H 1.76708 5.23828 -0.02534
H 5.58463 -3.26254 2.69035
O -2.76691 2.90936 -4.56801
H 0.03699 -4.48764 -4.33166
C 1.04797 -2.87009 -6.29160
H -1.39918 3.41419 -1.24296
H 3.03731 -6.44466 2.20731
O 4.69913 -2.75326 0.86200
H -1.99011 5.42355 1.17114
H 2.35641 -0.67236 3.30443
H 0.20009 5.02351 -0.06017
C 2.07284 6.16248 5.07688
C -3.06211 5.24613 1.05039
H -3.08485 6.36759 -0.79346
H -3.67878 -1.52134 0.99560
H -1.11612 -0.88764 -5.33917
O 1.36763 2.42435 -2.22939
C -2.77762 2.96591 1.29545
H -1.68484 2.91485 1.21809
H 3.15255 5.96855 5.15675
H 4.98529 -0.93987 2.92697
H 2.78331 -2.29644 2.65724
C -1.40546 0.02358 -0.12062
H -2.42224 7.96581 0.79418
N 4.22403 0.73714 1.93654
H 1.18599 -1.61304 -1.71647
H 5.70859 -0.99088 0.53878
H -5.53787 -4.29762 3.23155
H -2.86395 2.47159 -2.98591
H -3.95228 7.76624 1.76567
H 5.61210 -4.47919 1.37829
H -2.27420 -3.96115 2.11329
H -2.15600 -2.34366 2.71810
H -4.71424 -2.35693 3.05715
H -3.03997 3.05412 2.35632
O 1.43863 -5.12903 2.10520
H 2.49494 6.08325 2.44136
C -3.48255 7.68942 0.78193
C 1.17561 -2.69047 -4.77633
H 1.92622 2.33503 -1.45105
H -0.79435 4.45048 -2.21681
H -0.15668 4.65143 2.13332
H 2.90383 0.52436 -1.58029
H 2.18815 -3.07635 -4.58481
H 0.28383 -3.44908 -2.89943
C 5.69241 -3.42190 1.61358
C 4.22417 -0.72534 2.16629
O -0.40641 0.36269 -2.26227
H -1.37891 -1.35834 -1.73144
C 0.51771 -1.43299 -0.88106
H 3.05708 -3.60951 -1.67283
H -1.54940 -0.72168 0.66782
C 1.51305 5.73826 2.79020
H 1.03333 -0.83019 -0.11938
H 1.75358 5.87054 6.07705
O -1.12569 3.65516 -6.16916
C 1.95950 -6.78071 0.34497
H 2.70298 3.53999 1.57314
N -4.94582 -4.27228 2.40288
H -6.10867 -0.89141 2.08021
H 1.98857 -2.64943 -6.79447
H 1.46920 2.94470 2.70766
C -2.74156 -3.26402 2.81078
O 2.62889 0.04354 -2.37224
S -1.41399 3.43832 -4.76468
H -5.72355 -4.24665 1.74444
H 0.19949 -2.30135 -0.30843
H 0.87988 3.28113 -2.10384
H 0.40031 -4.46101 0.47811
O 1.27835 -1.34656 -4.37398
C 1.63169 3.42834 1.73802
O -0.46888 2.30545 -4.29903
H 3.37691 -8.33579 0.43825
H 0.86283 6.62230 2.80892
O -0.89962 0.00020 -5.03330
O -1.20424 4.64643 -3.96460
H 1.84485 -3.51305 0.92945
N -5.06326 6.06493 -0.16200
H 3.85096 1.17830 2.77330
N 0.93599 5.45766 0.51469
H 0.33323 -2.21348 -6.80058
H -5.63215 6.18677 0.67299
H 0.70130 -3.89118 -6.45127
H 3.18274 -5.13152 1.13298
C 2.83637 -1.22137 2.49471
O -3.34096 3.97095 0.48280
H -7.13219 -0.79057 0.61275
H -5.42029 6.80267 -0.76044
H 1.20315 -8.28007 1.71936
*
```

molecular weight: 946.51 u
E_HOMO: -8.41 eV

Q: The lowest E_HOMO belongs to which entry?
A: C26H81FN2O16P3S11

Q: Look up the E_HOMO of the third one.
A: -8.41 eV